[1]
DFT (ωB97M-V with the def2-TZVPD basis set) results for a structure of composition C22H42AuN6O8P2S2.

Each line ends with the Mulliken charge.
Atoms and positions in Å:
Au -0.651148 1.406517 0.609219  1.57
S -5.052603 -4.808166 -0.612589  1.19
S 6.802829 1.719379 -1.221540  1.19
P -1.161410 3.513604 -0.202078  0.44
P -1.712895 2.184527 2.501131  0.43
O -4.410362 -5.745100 -1.483921  -0.64
O 6.276810 2.808886 -0.430625  -0.66
O -0.893907 -5.082388 1.464942  -0.55
O -5.550208 -3.562981 -1.149575  -0.66
O 0.776380 -3.990001 2.324516  -0.58
O 7.581962 0.700898 -0.585558  -0.64
O 2.137395 -2.753361 -2.413608  -0.59
O 4.160588 -1.968565 -2.295381  -0.56
N -1.867820 -2.695171 0.366956  0.40
N -0.265805 -4.079466 1.717045  1.07
N 3.232835 0.141015 -0.699131  0.33
N 1.123525 0.627117 -0.351026  -0.40
N -1.170207 -0.685948 0.893016  0.08
N 2.970712 -1.940944 -2.079164  1.07
C -1.944151 3.990230 2.361446  -0.72
C -3.101515 -0.803094 -0.712965  -1.62
C -1.918473 3.223535 -1.805391  -1.21
C 1.160754 -0.496434 -1.133752  -1.26
C -7.354374 -6.221236 -0.611227  -1.25
C -3.265543 1.328007 2.784725  -1.22
C 0.286432 4.557571 -0.413668  -1.29
C -6.326139 -5.616813 0.336535  -0.42
C -2.683078 -3.725826 -0.306923  -1.56
C 2.460104 -0.800425 -1.347482  0.36
C 7.661362 2.358594 -2.646591  -0.43
C -2.376129 4.289399 0.925969  -0.82
C 2.389548 1.000594 -0.113938  1.05
C 9.003008 2.934497 -2.212015  -1.24
C 5.310923 0.907671 -1.852814  -0.62
C 4.699694 0.277427 -0.606668  -1.55
C -0.385337 -1.581241 1.573912  -0.97
C -0.818143 -2.822845 1.253516  -0.04
C -0.550184 1.805256 3.815593  -1.18
C -3.795737 -4.273589 0.579442  -0.61
C 2.820806 2.180089 0.681872  -1.26
C -2.058804 -1.382382 0.175213  0.78
H -8.131177 -6.697520 -0.018436  0.39
H -4.267365 -3.491437 1.176873  0.41
H -3.749958 1.731366 3.677275  0.54
H 5.529561 0.168683 -2.620931  0.57
H -3.355402 3.848614 0.719555  0.41
H 9.508876 3.329229 -3.089626  0.39
H -0.999924 2.162334 4.749496  0.48
H -3.057975 0.269313 2.944352  0.35
H -2.115433 4.206466 -2.247119  0.46
H 1.948129 2.773174 0.950661  -0.26
H 8.867762 3.743323 -1.495717  0.35
H -4.092046 -1.205030 -0.486458  0.45
H -3.118008 -3.216853 -1.166097  0.67
H -2.039722 -4.514714 -0.678264  0.31
H -2.866421 2.693476 -1.713767  0.38
H 3.336423 1.879197 1.596438  0.48
H -1.242627 2.686115 -2.471880  0.43
H -6.894020 -6.969668 -1.253130  0.36
H 4.687887 1.708190 -2.255333  0.43
H 0.799697 4.721044 0.533548  0.38
H -7.812775 -5.453127 -1.232192  0.36
H 3.518539 2.808337 0.121679  0.40
H -2.903540 -1.024774 -1.764189  0.45
H 0.400566 2.320110 3.675301  0.39
H -0.397104 0.729254 3.910392  0.37
H -0.990235 4.473133 2.590323  0.43
H 0.438096 -1.314460 2.216224  0.67
H -6.765687 -4.860895 0.988472  0.37
H -0.014276 5.526704 -0.819011  0.52
H -5.831994 -6.380958 0.939335  0.39
H -3.937852 1.444900 1.934028  0.37
H -2.661328 4.319348 3.115718  0.52
H 7.783958 1.524235 -3.339594  0.39
H 5.145813 -0.683317 -0.379073  0.29
H 0.289094 -1.016879 -1.493329  0.75
H 0.967632 4.080824 -1.120855  0.40
H -3.450738 -5.085860 1.215187  0.55
H 4.861342 0.933130 0.247924  0.64
H -2.446871 5.355608 0.704349  0.52
H 9.626924 2.163476 -1.764533  0.37
H 7.016322 3.116133 -3.093310  0.37
H -3.125843 0.280939 -0.581704  0.10

Forces on atoms 1 to 2 (eV/Å):
Au 0.0 -0.6 0.1
S -0.2 -0.1 0.4

Largest force on an atom, eV/A: 0.82
Relative energy (zero: lowest compared OMol25 entry of this formula, charge and spin), kcal per mole: 29.1
LUMO level, eV: -11.22
Net charge: +3

[2]
DFT (ωB97M-V with the def2-TZVPD basis set) results for a cluster of 2 separate species, C4H8O3 in total.

Each line ends with the Mulliken charge.
Atoms and positions in Å:
O 0.238871 -1.550853 1.435861  -0.57
O -1.611175 0.484319 1.183606  -0.54
O 0.939912 -1.461735 -1.734522  -0.43
C -0.454632 1.410522 -0.683319  -1.41
C 0.070468 -1.537514 -0.905268  0.14
C -0.325416 0.609589 0.597992  0.72
C 0.095459 -0.854018 0.452532  -0.03
H 2.262504 -0.298353 -0.064357  -0.04
H -1.490561 -0.117339 1.934690  0.35
H -1.092268 0.900702 -1.412263  0.36
H 0.368925 1.110851 1.289287  0.28
H -0.841318 -2.143224 -1.050518  0.34
H 2.289469 -0.440790 0.662061  0.12
H -0.914645 2.376530 -0.455578  0.36
H 0.523975 1.589821 -1.138041  0.34

Forces on atoms 1 to 2 (eV/Å):
O -0.2 0.2 -0.4
O -0.2 0.0 0.3

Largest force on an atom, eV/A: 0.60
Relative energy (zero: lowest compared OMol25 entry of this formula, charge and spin), kcal per mole: 71.6
LUMO level, eV: 0.01
SMILES: C[C@@H](O)C(=O)C=O.[H][H]

[3]
DFT (ωB97M-V with the def2-TZVPD basis set) results for a cluster of 2 separate species, C6H17NO in total at a distorted geometry.

Each line ends with the Mulliken charge.
Atoms and positions in Å:
O 3.075729 1.859343 4.503639  -0.61
N -2.492890 0.504594 -1.457981  -0.24
C -1.175968 0.233246 -2.069199  -0.87
C -0.054653 -0.547250 0.143942  -0.71
C 1.204438 0.265327 0.621653  -0.52
C -0.209642 -0.773184 -1.410163  -0.50
C -3.525540 -0.521120 -1.580544  -0.83
C 2.550016 -0.642828 0.816084  -1.00
H -3.088178 -1.479166 -1.296655  0.28
H -0.660174 -1.794439 -1.639362  0.30
H 3.936780 2.177111 4.384166  0.31
H -0.704089 1.178308 -1.953917  0.44
H -1.339015 -0.061123 -3.162380  0.28
H -0.096585 -1.491695 0.631026  0.35
H -0.915626 0.097205 0.488714  0.40
H 0.813709 -0.645659 -1.809510  0.32
H 3.214874 0.051573 1.332817  0.30
H 2.282130 -1.490541 1.600339  0.23
H 2.909466 1.937143 5.438840  0.31
H 1.385308 1.229709 0.130277  0.37
H 3.116985 -1.127883 0.042250  0.35
H -3.860288 -0.725325 -2.664675  0.27
H 0.922932 0.545471 1.699529  0.25
H -4.421809 -0.200743 -1.039048  0.29
H -2.867913 1.421924 -1.749840  0.22

Forces on atoms 1 to 2 (eV/Å):
O -1.8 -0.7 -0.1
N -0.3 -0.1 0.3

Largest force on an atom, eV/A: 3.28
Relative energy (zero: lowest compared OMol25 entry of this formula, charge and spin), kcal per mole: 40.2
LUMO level, eV: 0.93
SMILES: CCCCCNC.O

[4]
DFT (ωB97M-V with the def2-TZVPD basis set) results for a cluster of 2 separate species, C4H3BrCl2 in total at a distorted geometry.

Each line ends with the Mulliken charge.
Atoms and positions in Å:
Br 2.628578 1.577452 -0.101629  0.01
Cl 1.880845 -1.314417 1.295581  -0.11
Cl 1.265058 -2.716315 -1.159231  -0.11
C 0.605301 -1.920397 0.249652  -0.17
C -0.376609 1.208634 0.032062  0.55
C -1.737652 1.126909 -0.093286  -1.14
C 0.823618 1.473338 -0.196271  -0.16
H -2.382415 0.887999 0.586936  0.46
H -0.469727 -1.544539 0.381603  0.38
H -2.236997 1.221334 -0.995416  0.31

Forces on atoms 1 to 2 (eV/Å):
Br -0.6 0.3 -0.3
Cl -1.3 -0.6 -0.4

Largest force on an atom, eV/A: 5.79
Relative energy (zero: lowest compared OMol25 entry of this formula, charge and spin), kcal per mole: 91.2
LUMO level (spin up / spin down), eV: -0.19 / -0.98

- Which formula does entry 4 have?
  C4H3BrCl2

- The highest relative energy (zero: lowest compared OMol25 entry of this formula, charge and spin) belongs to which entry?
  C4H3BrCl2

- What is the relative energy (zero: lowest compared OMol25 entry of this formula, charge and spin) in the third record?
  40.2 kcal per mole